Computed, not measured: a structure of composition C12H18BF4NNiO3S, with ωB97M-V/def2-TZVPD.

```
! wB97M-V def2-TZVPD RIJCOSX def2/J DEFGRID3
* xyz 0 3
Ni -0.69278 -0.20090 -1.41935
O -0.16299 -4.09199 -2.02874
C -0.12718 -2.88701 -1.88622
O -0.99006 -2.13765 -1.29519
C 1.08201 -2.11474 -2.43709
C 2.18274 -2.74571 -2.98721
C 3.25003 -1.96491 -3.40161
C 3.17527 -0.58469 -3.26767
C 2.02622 -0.02574 -2.73783
N 1.01557 -0.78909 -2.32651
H 2.16648 -3.82251 -3.07478
H 4.13349 -2.42724 -3.82183
H 3.98792 0.05456 -3.58218
H 1.89878 1.04497 -2.64228
F -1.69021 0.26471 -3.19082
B -1.68806 1.70986 -2.98636
F -1.36741 1.74743 -1.53984
F -0.64940 2.26809 -3.67625
F -2.90732 2.25085 -3.21278
C 1.71034 2.68499 2.91694
C 1.09923 1.53750 3.72183
C 0.88857 0.27579 2.89000
S -0.38253 0.57866 1.59999
O 0.32946 0.21408 0.30512
C -1.51932 -0.83675 1.92039
C -2.93782 -0.37886 2.26259
C -3.52760 0.54746 1.19554
H 1.63867 3.61758 3.47472
H 1.19297 2.81470 1.96449
H 2.76348 2.49557 2.70709
H 0.13795 1.85398 4.13580
H 1.74827 1.29539 4.56524
H 0.57412 -0.55986 3.51138
H 1.78150 -0.00384 2.33046
H -1.08990 -1.46782 2.69482
H -1.51115 -1.38965 0.97762
H -2.94740 0.11009 3.24008
H -3.55851 -1.27256 2.34556
H -3.07502 1.53714 1.23052
H -4.60194 0.66440 1.32583
H -3.35648 0.13370 0.19851
*
```

F_max, eV/A: 0.84
LUMO energy (spin up / spin down), eV: 0.16 / -0.16
HOMO level (spin up / spin down), eV: -9.6 / -9.7
Kohn-Sham gap (spin up / spin down), eV: 9.75 / 9.49



Computed, not measured: a structure of composition C12H18Br18F3InN at a distorted geometry, with ωB97M-V/def2-TZVPD.

```
! wB97M-V def2-TZVPD RIJCOSX def2/J DEFGRID3
* xyz -1 1
C 2.70538 0.54341 0.60968
C 3.16392 -0.33810 -0.22820
C 3.11416 -1.81201 -0.03322
In 0.96847 -2.33985 0.49055
N 0.50252 -1.81798 2.50388
C -0.30963 -1.33190 -1.06429
C -1.75221 -1.03548 -0.65224
C -1.86815 0.22488 0.15769
F -0.83039 0.52932 0.85172
F -2.10549 1.26859 -0.63778
F -2.90535 0.13566 0.99985
H 2.43598 0.29434 1.62000
H 2.58362 1.56515 0.29411
H 3.59134 0.03332 -1.14690
H 3.80387 -2.15199 0.72964
H 3.28437 -2.27158 -1.00093
H 0.79906 -4.13409 0.36261
H 0.81013 -0.88538 2.76004
H -0.50648 -1.83364 2.61721
H 0.19582 -0.41771 -1.35420
H -0.30169 -1.97052 -1.93976
H -2.22772 -1.86371 -0.14493
H -2.32415 -0.81836 -1.55312
C -2.02149 -3.72976 5.53452
Br -1.74271 -5.60086 5.16063
Br -0.37482 -2.84890 5.99295
Br -2.92940 -2.84379 4.08361
H -2.66766 -3.66747 6.39728
C 1.03650 -8.29164 4.07844
Br -0.86005 -8.61276 3.90242
Br 2.06656 -9.69443 3.24409
Br 1.52910 -6.55443 3.42750
H 1.26314 -8.31879 5.13421
C -4.89907 3.10587 -0.37785
Br -4.08833 4.70604 -1.07255
Br -5.48797 3.34907 1.43387
Br -6.31543 2.47352 -1.51880
H -4.13236 2.34274 -0.36514
C -3.75064 4.48784 -5.11942
Br -5.62449 4.18803 -5.44140
Br -2.66598 3.07297 -5.84388
Br -3.18605 6.21686 -5.75908
H -3.60866 4.48182 -4.04707
C 0.73979 7.84103 -6.55176
Br 1.40378 7.36301 -8.29490
Br 2.13906 8.51940 -5.41696
Br -0.73731 9.07167 -6.66940
H 0.36443 6.93680 -6.09309
C 6.44925 0.48242 2.05102
Br 5.58745 -1.21277 2.34413
Br 6.87976 0.75091 0.19096
Br 5.42250 1.94910 2.76305
H 7.38368 0.46410 2.59121
*
```

F_max, eV/A: 2.45
LUMO energy, eV: 1.13
HOMO level, eV: -4.4
Kohn-Sham gap, eV: 5.55



Computed, not measured: a structure of composition C12H18Cl3N3SiZr, with ωB97M-V/def2-TZVPD.

```
! wB97M-V def2-TZVPD RIJCOSX def2/J DEFGRID3
* xyz 2 1
Zr 0.11314 -0.21268 -0.52330
N -0.71616 1.38817 -2.08372
C -2.12016 1.27728 -2.61093
C -3.15731 1.63067 -1.56005
C -2.93650 1.01257 -0.17641
C -2.09720 1.85826 0.79407
N -0.70264 1.34321 1.01086
H -0.59099 2.32046 -1.68587
H -0.08218 1.37777 -2.88476
H -2.25094 0.24947 -2.94917
H -2.21770 1.92854 -3.47938
H -4.12532 1.31204 -1.94642
H -3.22777 2.71652 -1.45677
H -2.57749 -0.03285 -0.21695
H -3.91709 0.87492 0.28276
H -2.58794 1.91354 1.76412
H -2.02034 2.88133 0.42474
H -0.69332 0.81231 1.88379
H -0.07396 2.13018 1.16078
C 2.12665 0.73407 -0.43498
C 2.33014 -0.25704 0.63412
C 2.01525 0.04743 1.97561
C 1.98862 -0.93579 2.94423
C 2.22871 -2.27051 2.60067
C 2.56511 -2.59514 1.29094
C 2.60572 -1.60395 0.31970
C 2.15384 -3.29170 3.59955
N 2.07322 -4.11555 4.39406
H 2.72945 0.57438 -1.33032
H 2.18242 1.77235 -0.10872
H 1.86728 1.08315 2.26115
H 1.78471 -0.68503 3.97673
H 2.81016 -3.61840 1.04062
H 2.98904 -1.84702 -0.66401
Cl -0.76090 -1.82409 1.01041
Si 1.43357 -2.09368 -2.97322
Cl 1.56368 -3.88034 -3.84077
Cl -0.70480 -1.97485 -2.44316
*
```

F_max, eV/A: 0.83
LUMO energy, eV: -8.49
HOMO level, eV: -15.4
Kohn-Sham gap, eV: 6.95



Computed, not measured: a cluster of 2 separate species, C12H18ClN2 in total at a distorted geometry, with ωB97M-V/def2-TZVPD.

```
! wB97M-V def2-TZVPD RIJCOSX def2/J DEFGRID3
* xyz 1 1
C 3.01285 1.06187 1.21135
C 2.61980 2.09900 0.36705
C 2.35762 -0.08233 1.35734
C 1.46172 2.08001 -0.18810
C 1.22024 -0.30223 0.41665
C 0.66043 0.90384 -0.20159
C -1.86015 -0.79676 0.45725
C -3.26895 -0.69069 -0.03009
C 1.18383 -3.56417 -0.99103
C -1.93469 2.76870 -0.08951
C 1.04142 -2.75613 0.31541
C -1.31169 1.93890 -1.19863
N 0.76552 -1.40004 -0.02048
N -0.58065 0.80770 -0.52914
Cl -1.64075 -0.44698 2.08190
H 3.95637 1.23653 1.67977
H 3.31055 2.95721 0.04920
H 2.75166 -0.98419 1.81169
H 1.05886 2.91850 -0.68855
H -4.04589 0.01589 0.59254
H -3.30317 -0.38608 -1.08159
H -3.57192 -1.74111 -0.10995
H 0.26777 -3.60608 -1.60435
H 1.91215 -3.14801 -1.61130
H 1.51770 -4.50642 -0.73198
H -1.13189 2.93711 0.73751
H -2.34159 3.58281 -0.61429
H -2.75523 2.29328 0.41689
H 0.22249 -3.12223 1.11519
H 1.92297 -2.81905 0.88089
H -0.55992 2.53960 -1.78704
H -1.98510 1.52404 -1.93942
H -0.95238 -1.31249 -0.07360
*
```

F_max, eV/A: 4.10
LUMO energy, eV: -4.80
HOMO level, eV: -12.4
Energy relative to the best compared isomer or geometry (same formula, charge and spin), eV: 3.5965
Kohn-Sham gap, eV: 7.55



Computed, not measured: an isolated molecule of C12H18F2O at a distorted geometry, with ωB97M-V/def2-TZVPD.

```
! wB97M-V def2-TZVPD RIJCOSX def2/J DEFGRID3
* xyz 0 1
C -0.33427 -2.37741 -3.72446
C -1.30201 -1.31532 -3.62956
C 0.67500 -2.54629 -2.86217
C -1.25119 -0.55980 -2.52191
C 0.92206 -1.53199 -1.75916
C -0.45524 -0.97547 -1.34882
C -1.16046 -2.05171 -0.54543
C -0.71109 3.00757 2.98133
C -0.10885 1.59757 2.68301
C 0.81971 1.62519 1.46291
C 0.89664 0.36321 0.64518
C -0.25487 0.37180 -0.36368
O 1.00921 -0.85486 1.44433
F -0.08011 1.46416 -1.21263
F -1.44338 0.55661 0.18148
H -0.63054 -3.12752 -4.40781
H -1.86903 -0.98870 -4.49086
H 1.37821 -3.35745 -2.79392
H -1.86957 0.26517 -2.42085
H 1.42411 -2.00063 -0.99217
H 1.51233 -0.81194 -2.25547
H -0.83913 -2.19507 0.42824
H -1.20727 -2.81082 -1.33131
H -2.13260 -1.72152 -0.51178
H -1.52604 3.33510 2.35442
H -1.37862 3.02542 4.00354
H 0.03582 3.68389 2.98255
H 0.35102 1.12509 3.58448
H -0.81085 0.92380 2.37123
H 1.84513 1.61182 1.90226
H 0.69890 2.44067 0.82760
H 1.81432 0.32439 -0.03235
H 0.36284 -0.88723 2.15365
*
```

F_max, eV/A: 5.80
LUMO energy, eV: 0.77
HOMO level, eV: -8.4
Energy relative to the best compared isomer or geometry (same formula, charge and spin), eV: 1.6068
Kohn-Sham gap, eV: 9.16



Computed, not measured: a structure of composition C12H18IO9Ti at a distorted geometry, with ωB97M-V/def2-TZVPD.

```
! wB97M-V def2-TZVPD RIJCOSX def2/J DEFGRID3
* xyz 0 4
Ti -0.84196 1.19175 1.90272
I -2.10070 2.08600 4.44452
C 1.09199 4.17306 -2.28005
C -0.03486 4.68187 -1.36928
C -1.40754 4.88977 -2.05704
O -2.30582 4.06020 -1.32877
C -1.62453 3.29359 -0.44854
O -2.15863 2.48575 0.26392
O -0.32862 3.58644 -0.48360
H 0.81402 3.24462 -2.78027
H 1.93132 3.89217 -1.64902
H 1.23195 4.95792 -3.02381
H 0.26352 5.56051 -0.80128
H -1.30729 4.64655 -3.11342
H -1.76693 5.90028 -1.87776
C 4.30227 0.25186 -0.98559
C 3.06739 0.01128 -1.81053
C 2.48923 -1.40251 -1.70240
O 1.44411 -1.18926 -0.71384
C 1.11118 0.08403 -0.66292
O 0.16192 0.57192 -0.14480
O 2.00392 0.82909 -1.38287
H 4.03941 0.06439 0.06192
H 4.59854 1.30116 -1.05125
H 5.22544 -0.30397 -1.14613
H 3.18092 0.16357 -2.88958
H 3.14019 -2.16058 -1.27581
H 1.99233 -1.77990 -2.59469
C -2.22181 -5.83507 1.75976
C -2.57542 -4.36885 2.06893
C -2.32989 -3.91867 3.52624
O -1.73453 -2.66701 3.38992
C -1.50866 -2.37342 2.10140
O -0.99272 -1.37175 1.74334
O -1.80036 -3.42926 1.31748
H -2.94141 -6.41583 2.32910
H -1.19702 -5.92421 2.12318
H -2.26079 -5.99045 0.68710
H -3.61927 -4.18696 1.79064
H -1.75136 -4.71779 4.00229
H -3.27952 -3.89230 4.06078
*
```

F_max, eV/A: 2.34
LUMO energy (spin up / spin down), eV: 0.31 / 0.28
HOMO level (spin up / spin down), eV: -4.2 / -6.9
Energy relative to the best compared isomer or geometry (same formula, charge and spin), eV: 0.0679
Kohn-Sham gap (spin up / spin down), eV: 4.51 / 7.15